21
Properties=species:S:1:pos:R:3:forces:R:3 method="wB97M-V/def2-TZVPD" e_above_lowest_kcal_mol=67.95 e_homo_ev=-8.754 smiles="C[Si](C)=N.C=C.N" orbital_gap_ev=9.25
C -3.470 1.498 -1.326 0.601 0.524 -0.636
C 1.868 -2.138 0.575 -0.451 -0.075 -0.102
C -1.041 -1.612 -0.291 0.970 0.306 -0.707
C -2.976 1.523 -0.093 -2.005 -2.094 0.495
N 3.666 1.444 0.338 1.641 -1.329 0.899
N 0.967 0.753 0.241 -1.891 0.107 0.947
Si 0.558 -0.838 0.229 0.769 2.442 0.363
H -2.922 2.083 -2.077 -0.632 -0.301 -0.113
H -4.377 0.896 -1.630 1.282 0.860 0.501
H 4.257 1.836 1.084 -0.249 -0.169 -0.451
H 2.053 -2.345 1.629 -0.557 -0.025 0.204
H 1.574 -3.065 0.068 0.130 0.092 0.194
H 2.846 -1.859 0.247 0.582 0.366 -0.653
H -0.997 -1.472 -1.380 -0.003 -0.484 -0.056
H -1.149 -2.655 -0.022 -0.221 -0.044 -0.003
H -1.844 -0.966 -0.034 -0.909 0.253 0.619
H -3.548 0.840 0.560 0.444 0.547 0.300
H -2.120 1.970 0.373 0.286 0.477 -0.541
H 3.375 0.512 0.685 0.601 0.560 -0.329
H 2.787 1.871 0.410 -1.316 1.090 -0.102
H 0.491 1.725 0.416 0.926 -3.105 -0.830

23
Properties=species:S:1:pos:R:3:forces:R:3 method="wB97M-V/def2-TZVPD" e_above_lowest_kcal_mol=130.32 e_homo_ev=-9.024 orbital_gap_ev=9.02
O 21.286 2.509 8.283 0.932 0.155 6.478
H 22.191 2.488 8.595 0.238 0.341 0.620
H 20.769 2.204 9.028 -0.518 0.007 0.222
O 20.700 2.688 6.262 -5.524 0.695 -2.440
H 19.877 2.256 6.486 -0.578 0.097 0.239
H 21.191 2.709 7.084 -0.811 0.220 -1.011
C 22.174 3.943 3.304 0.179 2.178 1.266
C 23.098 2.911 3.892 -1.585 0.942 -1.751
C 22.447 2.166 5.017 3.210 0.949 -0.697
O 23.503 1.395 5.635 -0.586 -0.858 1.021
C 22.996 0.828 6.838 1.007 -0.117 0.644
N 23.343 2.042 2.760 0.970 -1.498 0.598
H 21.121 3.680 3.198 0.238 -0.434 -0.127
H 22.581 4.368 2.387 -0.119 -0.413 -0.267
H 22.212 4.793 3.986 -0.461 0.395 0.200
H 24.086 3.324 4.095 -0.302 0.529 1.203
H 21.629 1.534 4.671 0.209 -0.049 -0.114
H 22.049 2.904 5.713 2.016 -0.334 -1.397
H 23.711 0.356 7.512 1.174 -0.321 -0.903
H 22.268 0.028 6.696 -0.571 0.375 -0.286
H 22.672 1.582 7.555 0.019 -0.701 -1.452
H 24.168 2.482 2.376 0.165 -0.319 -0.938
H 23.745 1.363 3.392 0.697 -1.839 -1.107

30
Properties=species:S:1:pos:R:3:forces:R:3 method="wB97M-V/def2-TZVPD" e_above_lowest_kcal_mol=78.11 e_homo_ev=-7.371 smiles=CCc1c[nH]c2ccccc12.CC orbital_gap_ev=8.21
C 2.511 0.600 2.243 -0.185 -1.773 -2.732
C 3.046 1.047 0.835 1.900 0.209 2.564
H 3.085 -0.328 2.477 -0.114 1.061 0.628
H 2.661 1.470 2.879 -0.746 -0.699 0.697
H 1.502 0.115 1.976 0.791 1.571 1.351
H 3.041 2.123 0.710 0.178 0.152 -0.021
H 4.049 0.615 0.715 -0.003 0.654 -0.120
H 2.489 0.627 0.102 -1.890 -1.201 -2.416
C -1.999 0.245 1.402 -0.498 -3.348 1.815
C -3.166 1.264 1.439 0.067 1.340 0.150
C -1.272 0.217 0.126 -1.163 5.188 -3.709
C -1.444 1.390 -0.805 2.496 -5.419 2.986
C -0.521 -0.742 -0.627 -0.956 2.385 0.005
C -0.335 -0.239 -1.943 0.869 -0.130 0.792
C 0.067 -1.881 -0.191 0.372 -3.473 -0.092
C 0.123 -1.147 -2.941 0.244 3.289 -0.955
C 0.703 -2.756 -1.128 0.124 0.738 0.223
C 0.665 -2.368 -2.539 0.331 -1.407 -0.071
N -0.658 1.143 -1.882 -0.121 -0.107 -4.275
H -1.257 0.118 2.270 -1.169 1.067 -0.809
H -2.474 -0.809 1.463 0.275 1.387 0.028
H -3.502 1.346 0.406 -0.394 -0.348 0.045
H -2.016 2.242 -0.735 -0.790 1.792 0.339
H -0.569 1.819 -2.732 -0.478 -2.016 2.189
H -0.200 -2.177 0.856 0.914 0.043 -0.939
H 0.126 -0.587 -3.994 0.285 -2.207 1.924
H 1.289 -3.659 -0.709 -1.280 1.412 -1.187
H 1.018 -3.089 -3.368 -0.429 1.229 1.663
H -2.878 2.339 1.636 0.099 -1.157 0.242
H -4.082 1.060 2.058 1.271 -0.233 -0.316

117
Properties=species:S:1:pos:R:3:forces:R:3 method="wB97M-V/def2-TZVPD" e_homo_ev=-12.444 charge=+1 orbital_gap_ev=9.85
C -8.517 -3.036 -0.516 -0.090 -0.254 0.711
C -7.484 -3.778 0.371 -0.602 0.166 0.057
N -6.272 -4.208 -0.377 -0.701 0.614 0.066
N -5.333 -3.152 -0.432 0.069 -0.981 0.390
C -4.484 -2.878 0.742 0.201 -0.597 0.330
C -2.991 -2.681 0.416 0.321 0.975 -0.024
C -2.132 -3.749 -0.260 -0.586 0.313 0.296
N -2.437 -1.577 0.721 -0.392 -0.458 0.124
C -5.330 -2.453 -1.553 1.092 2.115 -1.514
N -4.539 -1.358 -1.823 -0.521 -0.506 -0.390
C -4.865 -1.005 -3.061 -0.410 -0.278 -0.075
N -5.842 -1.774 -3.609 1.606 1.313 0.782
C -6.456 -1.644 -4.934 -0.666 -0.198 -1.226
C -7.717 -2.527 -5.148 -0.917 0.406 0.051
C -9.062 -1.711 -5.124 0.392 -0.123 0.218
Br -7.639 -3.482 -6.877 0.282 0.183 0.584
N -6.100 -2.669 -2.633 -1.143 -2.134 1.064
H -8.115 -2.085 -0.908 -0.149 -0.460 0.046
H -8.932 -3.675 -1.313 0.329 0.263 0.154
H -9.362 -2.769 0.145 0.321 -0.045 -0.374
H -7.932 -4.678 0.832 0.151 0.347 -0.396
H -7.250 -3.092 1.208 0.249 -0.403 -0.262
H -5.847 -5.016 0.066 0.145 0.192 -0.136
H -4.911 -2.050 1.338 0.480 -0.129 -0.382
H -4.568 -3.775 1.388 -0.087 0.329 -0.401
H -2.737 -4.334 -0.972 0.415 0.032 0.219
H -1.690 -4.403 0.515 -0.333 0.127 -0.406
H -1.303 -3.232 -0.767 -0.416 -0.304 0.117
H -3.130 -0.984 1.188 0.339 0.164 -0.113
H -4.426 -0.190 -3.639 -0.102 -0.255 0.360
H -6.767 -0.596 -5.083 0.271 -0.395 0.353
H -5.727 -1.856 -5.734 -0.033 -0.131 0.658
H -7.821 -3.320 -4.394 0.353 0.193 -0.395
H -9.763 -2.213 -4.438 0.081 0.223 -0.496
H -8.918 -0.682 -4.752 0.061 -0.420 -0.077
H -9.484 -1.641 -6.138 0.057 -0.061 0.531
H -6.768 -3.431 -2.651 0.036 0.217 -0.426
C 0.463 -0.785 -1.633 -0.807 -0.119 0.428
C 1.866 -1.232 -1.339 0.099 -0.418 -0.042
O 2.621 -0.535 -2.313 -0.207 0.403 0.197
C 1.934 0.609 -2.580 0.030 0.212 -0.296
O 2.406 1.550 -3.135 -0.143 -0.023 -0.005
O 0.664 0.544 -2.119 0.489 -0.064 -0.078
F 2.013 -2.567 -1.538 0.082 0.002 -0.018
H -0.017 -1.385 -2.409 0.229 -0.048 -0.063
H -0.166 -0.786 -0.742 0.014 0.217 -0.022
H 2.225 -0.970 -0.343 0.027 -0.142 -0.001
C 5.367 1.959 -2.185 -0.085 -0.225 -0.522
C 6.150 3.121 -1.640 -0.238 0.219 0.066
O 5.818 3.096 -0.262 0.292 -0.429 -0.138
C 5.535 1.796 0.046 -0.284 -0.231 0.273
O 5.449 1.372 1.151 -0.013 0.061 -0.024
O 5.351 1.057 -1.075 0.193 0.339 0.237
F 5.729 4.300 -2.169 0.066 0.006 0.067
H 4.341 2.228 -2.436 0.121 0.179 -0.014
H 5.837 1.505 -3.055 0.020 -0.188 0.168
H 7.232 3.036 -1.760 -0.013 0.194 -0.004
C 6.876 6.790 -4.001 -0.393 -0.405 0.083
C 7.851 7.717 -3.328 0.468 -0.042 -0.214
O 7.955 8.784 -4.249 -0.495 -0.130 0.248
C 6.762 8.840 -4.914 -0.164 0.325 -0.420
O 6.398 9.758 -5.565 0.068 -0.119 0.031
O 6.044 7.699 -4.721 0.325 0.169 0.140
F 9.069 7.138 -3.185 0.017 0.049 0.083
H 7.368 6.113 -4.704 0.191 0.108 0.063
H 6.295 6.205 -3.294 -0.160 0.146 -0.088
H 7.516 8.101 -2.361 0.147 -0.042 0.043
C 1.097 3.041 0.849 0.474 0.269 -0.313
C 0.119 3.210 1.981 -0.394 0.314 -0.123
O -0.456 1.916 2.088 0.557 0.090 -0.025
C 0.493 1.039 1.667 0.142 -0.496 -0.088
O 0.456 -0.132 1.872 0.054 0.129 -0.178
O 1.489 1.671 0.994 -0.420 -0.043 0.236
F -0.854 4.096 1.668 -0.021 -0.053 0.074
H 0.631 3.184 -0.128 -0.168 0.008 0.110
H 1.955 3.704 0.932 0.106 -0.214 0.056
H 0.572 3.487 2.934 -0.136 0.053 0.018
C -1.567 0.058 4.428 0.444 -0.397 -0.277
C -1.791 0.918 5.637 -0.009 0.515 -0.037
O -3.210 0.955 5.736 0.108 -0.645 -0.051
C -3.661 -0.211 5.197 -0.343 -0.010 0.005
O -4.762 -0.637 5.335 0.058 0.045 -0.140
O -2.689 -0.832 4.478 -0.185 0.227 0.250
F -1.336 2.177 5.437 -0.133 0.021 0.003
H -1.601 0.625 3.502 -0.058 0.139 0.144
H -0.629 -0.490 4.470 -0.150 -0.164 0.004
H -1.369 0.517 6.556 0.026 0.181 0.028
C 2.033 0.020 9.953 0.425 0.168 0.374
C 1.570 -1.155 9.134 -0.290 -0.268 0.225
O 0.670 -0.556 8.215 0.438 0.209 -0.098
C 1.099 0.727 8.039 0.072 0.411 -0.096
O 0.750 1.433 7.149 0.003 -0.148 0.115
O 1.979 1.086 9.001 -0.270 -0.288 -0.205
F 0.894 -2.053 9.889 -0.030 -0.053 -0.076
H 1.357 0.238 10.781 -0.111 -0.153 -0.080
H 3.041 -0.107 10.341 0.040 0.164 -0.186
H 2.365 -1.665 8.586 -0.061 -0.082 0.039
C 5.760 -0.422 3.987 -0.405 -0.008 -0.444
C 7.162 -0.790 4.388 0.278 0.430 -0.042
O 7.171 -0.516 5.778 -0.419 -0.410 -0.106
C 5.890 -0.691 6.214 -0.147 0.107 0.287
O 5.576 -0.803 7.353 -0.033 0.048 -0.019
O 5.020 -0.730 5.172 0.363 -0.049 0.161
F 8.078 0.001 3.778 0.059 -0.088 0.048
H 5.658 0.640 3.760 0.207 -0.014 -0.006
H 5.397 -0.999 3.139 -0.127 -0.047 0.149
H 7.421 -1.838 4.222 0.133 0.063 -0.039
C 2.718 -1.459 -6.270 0.522 0.343 0.082
C 1.869 -2.142 -7.307 0.171 -0.506 -0.056
O 0.695 -2.469 -6.581 0.015 0.576 0.020
C 0.578 -1.534 -5.600 -0.186 0.035 0.303
O -0.411 -1.343 -4.968 0.088 -0.088 0.043
O 1.733 -0.843 -5.436 -0.329 -0.263 -0.172
F 2.444 -3.283 -7.749 -0.090 0.017 -0.049
H 3.302 -2.168 -5.679 -0.105 -0.139 -0.112
H 3.390 -0.717 -6.695 -0.161 0.143 0.117
H 1.606 -1.514 -8.161 0.017 -0.121 -0.062

16
Properties=species:S:1:pos:R:3:forces:R:3 method="wB97M-V/def2-TZVPD" e_above_lowest_kcal_mol=79.38 e_homo_ev=-8.227 smiles="N/C=C/CCC=O" orbital_gap_ev=9.15
O 1.933 2.530 -0.643 -1.704 -3.111 -1.632
C 1.493 1.679 -1.439 2.530 2.210 -1.996
C 1.321 0.165 -1.319 -1.590 -0.072 0.439
C -0.193 0.013 -0.896 -0.299 0.212 0.412
C -0.257 -0.245 0.587 -0.457 -0.214 0.401
C -1.367 -0.574 1.271 -0.403 -0.310 0.699
N -1.264 -1.262 2.509 0.432 -1.670 0.707
H 1.351 2.038 -2.594 -0.300 -0.502 2.331
H 1.949 -0.261 -0.508 -0.260 0.190 -0.811
H 1.254 -0.483 -2.253 1.405 1.557 0.777
H -0.631 -0.782 -1.568 0.085 0.841 1.180
H -0.774 0.948 -0.993 0.225 -0.204 -0.831
H 0.649 -0.002 1.160 -0.159 -1.086 -0.179
H -2.408 -0.245 1.024 0.859 -0.765 -0.542
H -2.064 -1.218 3.120 -0.214 0.435 -0.159
H -0.991 -2.301 2.543 -0.148 2.490 -0.797